[1]
{"formula": "C5H11NO", "method": "ωB97M-V/def2-TZVPD", "symbols": ["N", "C", "C", "C", "C", "C", "H", "H", "H", "H", "H", "H", "H", "H", "H", "H", "H", "O"], "positions_angstrom": [[0.192769, -0.749737, -2.786036], [-0.550252, -0.747395, -1.628167], [0.022619, -0.543020, -0.413247], [-0.608126, -0.223408, 0.836090], [-0.081022, -0.531623, 2.030328], [-0.298696, 0.094070, 3.357055], [-0.211837, -1.184037, -3.590223], [1.146692, -0.453750, -2.787548], [-1.627610, -0.951421, -1.679547], [1.063339, -0.861320, -0.434645], [-1.527444, 0.353019, 0.808596], [0.720776, -1.267254, 2.057156], [-0.898624, -0.494841, 4.068251], [0.615045, 0.320307, 3.911371], [-0.853743, 1.036341, 3.393392], [0.183143, 2.198565, -0.683848], [1.695406, 1.917393, -0.652431], [0.940569, 2.038698, -1.238817]], "forces_ev_per_a": [[-1.2297, -0.4724, 0.2468], [0.1828, 0.2680, 1.1341], [-0.0826, -1.7564, -1.4874], [-0.2196, -0.0426, 0.8690], [0.6590, 0.0361, -0.1243], [-1.3145, 0.4343, 1.4057], [0.2844, 0.0215, -0.2724], [0.1233, 0.0177, 0.0344], [0.3280, 0.5407, -0.5123], [0.2361, 0.7124, 0.4400], [0.0545, 0.3330, -0.0215], [0.2209, 0.1772, -0.2831], [0.2416, -0.4311, -0.2388], [0.2599, -0.2296, -0.3611], [0.0359, 0.0834, -0.7095], [-0.2633, -0.0736, 0.3904], [-0.2589, 0.0371, 0.0881], [0.7423, 0.3443, -0.5981]], "e_above_lowest_ev": 2.430, "orbital_gap_ev": 8.1, "lumo_ev": 1.03, "charge": 0, "homo_energy_ev": -7.03, "smiles": "C/C=C/C=C/N.O", "spin_multiplicity": 1}

[2]
{"formula": "C5H11NO", "method": "ωB97M-V/def2-TZVPD", "symbols": ["C", "C", "C", "N", "C", "C", "O", "H", "H", "H", "H", "H", "H", "H", "H", "H", "H", "H"], "positions_angstrom": [[-0.370539, 0.303733, 0.814351], [-0.181304, -1.360621, -0.897265], [1.350561, -1.352363, 1.223322], [0.447622, -0.362636, -0.045881], [-1.220045, 1.306041, -0.579724], [-0.597489, 2.109213, -1.418426], [0.188481, 1.219412, 1.647367], [0.887329, 1.675366, 1.156325], [-1.161561, -0.238296, 1.345730], [-2.301080, 1.230481, -0.512020], [-0.993301, -1.908667, -0.401432], [-0.569277, -0.869960, -1.787424], [0.580710, -2.076628, -1.202361], [1.669230, -0.727775, 2.050629], [0.719560, -2.178676, 1.555086], [2.194119, -1.683269, 0.626433], [0.482776, 2.111335, -1.509412], [-1.125791, 2.803311, -2.065297]], "forces_ev_per_a": [[-3.7460, 3.6039, -3.8511], [0.0563, 0.0802, 0.1204], [-0.7742, 1.1730, -2.7831], [4.1279, -3.7915, 3.4511], [-0.0571, -1.2713, 2.8503], [0.2194, -0.1200, 0.0637], [0.6581, -0.0208, 0.5008], [-0.1212, -0.0364, 0.0160], [0.0910, -0.0123, -0.0384], [-0.0813, 0.2840, -0.1325], [-0.0186, 0.0269, 0.0038], [-0.0913, 0.0078, -0.0140], [-0.0353, 0.0209, -0.0335], [-0.2043, 0.2276, -0.2120], [-0.1306, 0.1745, -0.2146], [0.0556, -0.2094, 0.1891], [0.1295, 0.0729, 0.1582], [-0.0780, -0.2102, -0.0742]], "e_above_lowest_ev": 4.679, "orbital_gap_ev": 9.5, "lumo_ev": 1.07, "charge": 0, "homo_energy_ev": -8.43, "spin_multiplicity": 1}

[3]
{"formula": "C5H11NO", "method": "ωB97M-V/def2-TZVPD", "symbols": ["C", "C", "C", "C", "C", "N", "O", "H", "H", "H", "H", "H", "H", "H", "H", "H", "H", "H"], "positions_angstrom": [[-1.857161, 0.221379, 0.916540], [-1.278494, -0.715786, -0.199019], [-0.359968, 0.018967, -1.174190], [0.952594, 0.755738, -0.523611], [1.533608, -0.284816, 0.507469], [2.586391, 0.627090, 0.630388], [1.597638, -1.451301, -0.032232], [-1.041687, 0.642046, 1.519672], [-2.543841, -0.316381, 1.565869], [-2.375824, 1.042055, 0.429165], [-0.721950, -1.518852, 0.283293], [-2.159955, -1.129926, -0.695193], [0.057906, -0.775464, -1.789772], [-0.952095, 0.717259, -1.784129], [1.535193, 0.735925, -1.452475], [0.744406, 1.767904, -0.232968], [0.875561, -0.337346, 1.388904], [3.407673, 0.001514, 0.642290]], "forces_ev_per_a": [[0.8085, -0.3456, -0.7584], [-0.4796, 1.1617, 1.3881], [0.1380, -0.7215, 1.0154], [-2.3834, 0.0349, -4.3251], [1.0192, -2.0872, 0.8457], [-0.8581, -1.1542, 2.0186], [0.8825, 0.8322, 0.4992], [-0.3084, -0.0154, -0.0131], [-0.0218, 0.0310, 0.0474], [-0.2043, 0.2028, 0.1280], [-0.0835, -0.1588, -0.2226], [0.3443, -0.1765, -0.3379], [0.0758, 0.3059, -0.3313], [0.5029, 0.1923, 0.2064], [0.4383, 0.4784, 0.5190], [0.2159, 0.1185, 0.6736], [-0.4544, 0.9991, 0.2028], [0.3680, 0.3024, -1.5560]], "e_above_lowest_ev": 6.001, "orbital_gap_ev": 7.5, "lumo_ev": -2.07, "charge": 0, "homo_energy_ev": -9.60, "spin_multiplicity": 1}

[4]
{"formula": "C5H11NO", "method": "ωB97M-V/def2-TZVPD", "symbols": ["C", "C", "C", "O", "H", "H", "H", "H", "H", "H", "N", "C", "C", "H", "H", "H", "H", "H"], "positions_angstrom": [[2.144528, -0.333511, -0.868071], [0.188328, -1.101582, 0.639336], [-0.115251, -2.126329, -0.165382], [1.313286, -0.103486, 0.275021], [0.077807, -1.116562, 1.714234], [2.493615, 0.633886, -1.235032], [1.752754, -0.779514, -1.784181], [3.007174, -0.916945, -0.543784], [0.013950, -2.094413, -1.239166], [-0.677193, -2.957920, 0.241775], [-1.184280, 1.523506, 1.622626], [-1.013516, 0.965851, 0.367806], [-1.838094, 1.164784, -0.668483], [-1.778731, 2.343607, 1.674443], [-0.332518, 1.632304, 2.158782], [0.296225, 0.747250, 0.054612], [-1.708086, 0.620216, -1.596939], [-2.639997, 1.898858, -0.647598]], "forces_ev_per_a": [[0.8714, -0.0441, -0.0759], [3.0672, -1.0976, -1.2320], [-0.1812, 1.0400, 0.5837], [-0.8618, -2.0972, -0.1933], [-0.1780, 0.3575, -0.1376], [-0.0042, 0.1603, 0.5098], [-0.7844, -0.3381, 0.5121], [0.0027, -0.0341, -0.1391], [0.3413, -0.0964, 0.0951], [-0.1605, 0.2030, -0.0192], [0.0040, 0.2889, 0.4540], [2.4981, 1.3132, -1.6591], [-0.2232, 0.0594, 0.0646], [-0.0264, -0.1570, 0.1022], [-0.2289, 0.0798, -0.1360], [-3.9651, 0.4866, 1.1262], [0.2080, 0.1921, -0.0132], [-0.3789, -0.3162, 0.1577]], "e_above_lowest_ev": 5.853, "orbital_gap_ev": 8.3, "lumo_ev": 0.89, "charge": 0, "homo_energy_ev": -7.36, "spin_multiplicity": 1}

[5]
{"formula": "C5H11NO", "method": "ωB97M-V/def2-TZVPD", "symbols": ["N", "C", "C", "C", "C", "C", "H", "H", "H", "H", "H", "H", "H", "H", "H", "H", "H", "O"], "positions_angstrom": [[-0.470993, 2.559204, 0.359369], [-0.079847, 1.595511, -0.607230], [-0.124508, 1.742510, -1.956225], [0.958392, -2.089787, -0.195834], [1.030265, -0.646529, -0.580353], [0.396690, 0.346183, 0.055100], [0.332940, 2.691523, 0.964550], [-0.654261, 3.446408, -0.087412], [-0.727183, 2.513842, -2.407103], [0.564745, 1.051103, -2.415746], [0.506133, -2.765570, -0.934992], [1.973949, -2.522441, -0.213466], [0.447208, -2.232159, 0.753060], [1.485164, -0.533838, -1.560300], [0.117306, 0.074976, 1.070027], [-1.080961, -2.574863, 1.298709], [-1.529843, -3.337461, 2.551735], [-1.404920, -2.450623, 2.188950]], "forces_ev_per_a": [[-0.1499, -0.1094, -0.4757], [0.6312, 0.4449, 0.1790], [0.2439, -0.4555, 2.2072], [1.2216, -0.4532, 0.1203], [-0.6799, -0.4147, -0.6527], [0.6574, -0.9184, -0.8997], [-0.2901, -0.0054, 0.2657], [-0.1172, 0.1039, 0.0125], [0.5323, 0.2358, -0.3547], [-0.8386, -0.1235, -1.0287], [-0.5105, 0.7138, -0.1823], [-0.1511, 0.1165, 0.7191], [0.5970, -0.0559, 0.0868], [-0.1855, 0.3964, -0.0936], [-0.6214, 0.5854, -0.0351], [-0.1641, -0.1585, -0.2500], [0.0361, 0.2087, -0.1396], [-0.2112, -0.1109, 0.5215]], "e_above_lowest_ev": 2.686, "orbital_gap_ev": 8.8, "lumo_ev": 0.88, "charge": 0, "homo_energy_ev": -7.94, "smiles": "C=C(N)/C=C/C.O", "spin_multiplicity": 1}

[6]
{"formula": "C5H11NO", "method": "ωB97M-V/def2-TZVPD", "symbols": ["C", "N", "C", "O", "C", "C", "C", "H", "H", "H", "H", "H", "H", "H", "H", "H", "H", "H"], "positions_angstrom": [[2.781448, -0.070081, 0.218849], [1.378073, -0.231188, -0.080334], [0.616087, 0.800158, 0.082206], [0.726425, 1.997379, 0.438492], [-0.836979, 0.587909, -0.242104], [-1.061631, -1.430376, -0.864272], [-1.823221, 0.618619, 0.873556], [3.390903, -0.334419, -0.654259], [3.076504, -0.734398, 1.040718], [3.001882, 0.966561, 0.506086], [-0.003199, -0.990550, -0.562862], [-1.159020, 1.038717, -1.180329], [-1.442980, -1.985772, -0.007382], [-0.617404, -2.107610, -1.603475], [-1.886162, -0.942210, -1.388140], [-2.839214, 0.368934, 0.557818], [-1.508877, -0.021789, 1.702187], [-1.806576, 1.657553, 1.222028]], "forces_ev_per_a": [[0.2471, 0.0499, 0.0605], [-0.1427, 0.1412, 0.0307], [-0.1361, -0.1258, -0.0840], [0.0681, -0.1471, -0.0497], [-0.1415, -0.0387, -0.0200], [-0.2031, -0.1085, -0.0001], [0.0188, -0.0789, 0.0014], [-0.0883, 0.0482, 0.1452], [-0.0251, 0.1107, -0.1208], [0.0555, -0.1512, -0.0247], [-0.0111, 0.2097, 0.0440], [0.0823, -0.0487, 0.1187], [0.0448, 0.0548, -0.1102], [-0.0268, 0.0504, 0.0326], [0.1309, -0.0405, 0.0877], [0.1749, 0.0642, 0.0177], [-0.0305, 0.0961, -0.1241], [-0.0173, -0.0859, -0.0050]], "e_above_lowest_ev": 4.404, "orbital_gap_ev": 8.4, "lumo_ev": -0.12, "charge": 0, "homo_energy_ev": -8.54, "spin_multiplicity": 1}

[7]
{"formula": "C5H11NO", "method": "ωB97M-V/def2-TZVPD", "symbols": ["C", "C", "C", "C", "C", "N", "H", "H", "H", "H", "H", "H", "H", "H", "H", "H", "H", "O"], "positions_angstrom": [[-0.776127, -1.734199, 0.662470], [-0.606765, -1.202754, -0.794149], [-0.043482, 0.206274, -0.836382], [-0.661489, 1.141735, -1.560292], [2.112572, 0.835440, -0.474479], [1.029860, 0.414998, 0.038481], [-0.938199, -2.813412, 0.593484], [0.134527, -1.635624, 1.239928], [-1.605483, -1.192736, 1.107925], [-1.560577, -1.343407, -1.287016], [0.195634, -1.767990, -1.285137], [-1.597310, 0.995722, -2.076230], [-0.362475, 2.184588, -1.473456], [3.007923, 0.889102, 0.126497], [2.198096, 0.883200, -1.561084], [-0.321048, 1.963280, 3.035983], [0.168629, 1.083193, 1.858626], [-0.374278, 1.092592, 2.684834]], "forces_ev_per_a": [[0.3162, -0.1943, -1.2045], [1.4429, -0.2460, 1.2533], [-2.2583, -0.4246, -0.3365], [0.5060, 1.0054, 0.7206], [-0.2677, -1.2630, -0.2978], [0.4856, 0.7618, -0.2180], [-0.4867, 0.1464, 0.1636], [0.0255, 0.3787, 0.1779], [0.0214, -0.2325, 0.3997], [0.0941, 0.3613, -0.4961], [-0.4188, -0.5062, -0.1171], [0.0858, -0.4457, -0.1186], [0.1954, -0.1250, -0.1564], [0.0586, 0.4984, 0.2523], [0.1736, 0.3949, -0.0207], [0.1096, 1.0805, 0.3492], [-0.4807, -0.0902, 0.8321], [0.3976, -1.0998, -1.1831]], "e_above_lowest_ev": 2.131, "orbital_gap_ev": 10.0, "lumo_ev": 0.78, "charge": 0, "homo_energy_ev": -9.27, "smiles": "C=NC(=C)CC.O", "spin_multiplicity": 1}

[8]
{"formula": "C5H11NO", "method": "ωB97M-V/def2-TZVPD", "symbols": ["C", "C", "C", "C", "C", "N", "H", "H", "H", "H", "H", "H", "H", "H", "H", "H", "H", "O"], "positions_angstrom": [[1.141149, -1.212475, -1.132696], [0.846368, 0.272601, -1.334754], [0.157244, 0.863161, -0.147205], [0.713423, 1.719904, 0.711115], [-2.121684, 1.240636, -0.287757], [-1.181929, 0.478406, 0.069503], [1.554841, -1.663852, -2.023119], [0.211273, -1.725137, -0.930882], [1.654207, -1.357012, -0.184847], [1.791594, 0.815249, -1.457069], [0.353223, 0.505521, -2.280960], [1.731969, 2.016761, 0.518625], [0.217567, 1.860899, 1.660146], [-3.132968, 1.086093, 0.063340], [-1.928221, 1.944225, -1.108347], [-1.358173, -2.474848, 2.329127], [-0.252183, -1.915277, 3.163431], [-0.397705, -2.454851, 2.372349]], "forces_ev_per_a": [[-1.1861, 0.2806, 0.3199], [1.1100, 0.5093, -0.2078], [-0.5987, 0.4682, -0.7764], [0.1011, -0.9582, -0.2165], [0.7871, -0.4913, -1.1417], [-0.3351, -0.1282, 1.3928], [0.5943, -0.1389, 0.1016], [-0.5048, -0.2257, -0.1865], [0.7406, -0.0715, -0.3396], [0.0559, -0.1101, 0.2281], [-0.5537, -0.3528, 0.1120], [0.1112, 0.1547, 0.3448], [0.0637, 0.6276, -0.0379], [-0.1792, -0.2128, -0.1134], [-0.2530, 0.6455, 0.5575], [-0.0777, -0.0838, -0.2763], [0.2165, -0.1360, -0.2747], [-0.0921, 0.2235, 0.5142]], "e_above_lowest_ev": 2.500, "orbital_gap_ev": 9.6, "lumo_ev": 0.94, "charge": 0, "homo_energy_ev": -8.64, "smiles": "C=NC(=C)CC.O", "spin_multiplicity": 1}

[9]
{"formula": "C5H11NO", "method": "ωB97M-V/def2-TZVPD", "symbols": ["C", "C", "C", "N", "C", "C", "O", "H", "H", "H", "H", "H", "H", "H", "H", "H", "H", "H"], "positions_angstrom": [[1.710116, 0.478211, -1.394633], [1.035431, -0.542185, -0.517270], [1.419283, -0.757970, 0.901890], [0.187483, -0.063039, 0.566393], [-1.040868, -0.713742, 0.809421], [-2.059089, -0.705711, -0.049160], [-1.791479, 2.367955, 0.562424], [1.009850, 0.872707, -2.138581], [2.555030, 0.025422, -1.924721], [2.082832, 1.315453, -0.796617], [0.649668, -1.423569, -1.032106], [2.194685, -0.143065, 1.354660], [1.334456, -1.766552, 1.305838], [-1.125647, -1.173894, 1.793621], [-2.274380, 1.611712, 0.916284], [-1.978762, -0.203544, -1.010322], [-3.004143, -1.175322, 0.200404], [-0.904470, 1.997134, 0.452469]], "forces_ev_per_a": [[0.0093, 0.0267, 0.0123], [0.0433, -0.0365, -0.2050], [0.1717, -0.0987, 0.1494], [-0.1842, -0.0219, 0.0167], [-0.1252, -0.0491, -0.0482], [0.0689, -0.0798, 0.0583], [0.1125, -0.0465, 0.0527], [0.0944, -0.0528, 0.0925], [-0.1144, 0.0712, 0.0737], [-0.0570, -0.1132, -0.0674], [0.0470, 0.1408, 0.0788], [-0.1280, -0.0838, -0.0955], [-0.0132, 0.1532, -0.0797], [-0.0101, 0.0745, -0.1280], [-0.0550, 0.1242, -0.0700], [-0.0003, -0.1134, 0.1269], [0.1588, 0.0385, 0.0026], [-0.0186, 0.0667, 0.0302]], "e_above_lowest_ev": 2.371, "orbital_gap_ev": 9.9, "lumo_ev": 1.00, "charge": 0, "homo_energy_ev": -8.94, "smiles": "C=CN1C[C@@H]1C.O", "spin_multiplicity": 1}

[10]
{"formula": "C5H11NO", "method": "ωB97M-V/def2-TZVPD", "symbols": ["C", "C", "C", "N", "C", "C", "O", "H", "H", "H", "H", "H", "H", "H", "H", "H", "H", "H"], "positions_angstrom": [[-0.888642, -1.226842, -0.884029], [-0.662070, 0.184985, -0.343213], [-1.502348, 0.466867, 0.900000], [0.761605, 0.431686, -0.100197], [1.405919, -0.143584, 1.059523], [1.499928, 0.999269, -1.091854], [1.067105, 1.375061, -2.165387], [-0.598368, -1.988510, -0.149419], [-1.946866, -1.378745, -1.119933], [-0.309968, -1.380510, -1.800061], [-0.938211, 0.901052, -1.122024], [-1.264214, 1.446095, 1.329258], [-2.562905, 0.464984, 0.628696], [-1.358035, -0.296499, 1.673490], [0.919351, 0.185530, 1.983419], [1.396384, -1.240188, 1.030148], [2.450975, 0.177561, 1.088593], [2.566605, 1.104070, -0.812422]], "forces_ev_per_a": [[-0.0105, -0.0532, -0.0279], [-0.1245, 0.0321, -0.0444], [-0.0275, -0.0124, 0.0530], [0.0812, 0.0953, -0.1819], [0.0819, -0.0576, 0.1141], [-0.0988, 0.0252, -0.0331], [0.1399, -0.0903, 0.2873], [-0.0361, 0.1219, -0.1033], [0.1272, 0.0231, 0.0399], [-0.0709, 0.0190, 0.1328], [0.0458, -0.1010, 0.0876], [-0.0237, -0.1323, -0.0840], [0.1549, -0.0184, 0.0442], [-0.0208, 0.0999, -0.1016], [0.1063, -0.0401, -0.1360], [-0.0429, 0.1151, 0.0253], [-0.1617, -0.0171, -0.0083], [-0.1198, -0.0090, -0.0638]], "e_above_lowest_ev": 0.436, "orbital_gap_ev": 10.2, "lumo_ev": 0.87, "charge": 0, "homo_energy_ev": -9.30, "smiles": "CC(C)N(C)C=O", "spin_multiplicity": 1}